1.
DFT (ωB97M-V/def2-TZVPD) results for a 17-piece molecular cluster, C60H152N17O27 overall in a non-equilibrium geometry.

```
256
Properties=species:S:1:pos:R:3:lowdin_spin:R:1
C -6.706 1.927 1.607 0.000
N -5.199 2.123 1.978 0.000
C -4.760 0.729 2.426 0.000
C -4.335 2.624 0.762 0.000
C -5.038 2.968 3.213 0.000
C -5.622 4.418 3.183 0.000
O -7.009 4.264 3.282 0.000
H -6.860 0.962 1.124 0.000
H -7.100 2.829 1.139 0.000
H -7.185 1.864 2.584 0.000
H -4.931 -0.009 1.643 0.000
H -5.166 0.534 3.419 0.000
H -3.681 0.754 2.579 0.000
H -3.274 2.572 1.007 0.000
H -4.630 3.641 0.505 0.000
H -4.495 1.848 0.013 0.000
H -3.969 3.026 3.415 0.000
H -5.548 2.429 4.011 0.000
H -5.248 5.093 2.413 0.000
H -5.359 4.939 4.104 0.000
H -7.371 5.056 3.686 0.000
C 3.849 4.963 3.712 0.000
N 2.608 4.207 4.247 0.000
C 1.852 3.247 3.333 0.000
C 3.262 3.240 5.249 0.000
C 1.687 5.302 4.935 0.000
C 0.354 4.824 5.511 0.000
O 0.548 4.041 6.764 0.000
H 3.476 5.629 2.935 0.000
H 4.444 4.188 3.228 0.000
H 4.287 5.622 4.462 0.000
H 1.404 3.879 2.566 0.000
H 0.996 2.875 3.897 0.000
H 2.519 2.424 3.079 0.000
H 3.506 3.803 6.150 0.000
H 4.050 2.623 4.818 0.000
H 2.501 2.504 5.508 0.000
H 1.398 6.133 4.292 0.000
H 2.347 5.631 5.738 0.000
H -0.234 4.262 4.786 0.000
H -0.349 5.653 5.599 0.000
H -0.247 3.533 6.943 0.000
C 6.484 -5.456 -0.067 0.000
N 6.055 -4.330 0.876 0.000
C 5.947 -3.013 0.039 -0.002
C 4.509 -4.596 1.255 0.000
C 6.872 -4.249 2.186 0.000
C 8.281 -3.634 1.845 0.000
O 9.123 -4.264 0.949 0.000
H 7.472 -5.256 -0.483 0.000
H 5.738 -5.543 -0.857 0.000
H 6.425 -6.427 0.426 0.000
H 5.258 -3.246 -0.773 0.000
H 6.956 -2.718 -0.247 -0.001
H 5.359 -2.253 0.554 -0.001
H 4.613 -5.453 1.921 0.000
H 3.778 -4.616 0.447 0.000
H 4.151 -3.824 1.935 0.000
H 7.050 -5.270 2.526 0.000
H 6.329 -3.761 2.996 0.000
H 8.922 -3.571 2.724 0.000
H 8.247 -2.573 1.599 0.000
H 9.114 -5.218 0.849 0.000
C 4.143 4.802 -4.923 0.000
N 4.640 3.432 -5.382 0.000
C 6.053 3.178 -4.689 0.000
C 3.623 2.402 -4.742 0.000
C 4.805 3.446 -6.930 0.000
C 4.615 2.041 -7.607 0.000
O 5.378 0.999 -7.056 0.000
H 4.357 5.091 -3.894 0.000
H 3.068 4.838 -5.099 0.000
H 4.514 5.497 -5.676 0.000
H 6.604 2.343 -5.122 0.000
H 5.847 3.016 -3.631 0.000
H 6.746 3.991 -4.904 0.000
H 4.236 1.519 -4.919 0.000
H 2.722 2.374 -5.355 0.000
H 3.463 2.708 -3.708 0.000
H 5.787 3.881 -7.119 0.000
H 4.113 4.199 -7.307 0.000
H 4.821 2.094 -8.676 0.000
H 3.577 1.710 -7.591 0.000
H 6.203 0.951 -7.543 0.000
C 0.683 -1.968 7.308 0.000
C 0.833 -1.579 5.791 0.000
C 0.187 -0.221 5.452 0.000
O 0.301 0.232 4.109 0.000
C -0.846 1.003 3.801 0.000
N 2.348 -1.670 5.423 0.000
H 2.884 -1.196 6.136 0.000
H 2.668 -2.552 5.050 0.000
H 2.487 -1.057 4.632 0.000
H 1.404 -2.737 7.585 0.000
H -0.325 -2.354 7.454 0.000
H 0.892 -1.151 7.999 0.000
H 0.379 -2.373 5.198 0.000
H 0.787 0.476 6.037 0.000
H -0.846 -0.388 5.757 0.000
H -0.858 1.534 2.849 0.000
H -1.150 1.708 4.575 0.000
H -1.667 0.300 3.661 0.000
C -3.789 1.082 -8.090 0.000
C -3.372 0.279 -6.770 0.000
C -1.959 -0.393 -6.931 0.000
O -1.325 -0.799 -5.709 0.000
C -0.023 -1.335 -5.999 0.000
N -3.219 1.170 -5.425 0.000
H -2.948 0.738 -4.553 0.000
H -2.423 1.731 -5.690 0.000
H -4.075 1.698 -5.323 0.000
H -4.818 1.441 -8.065 0.000
H -3.716 0.438 -8.966 0.000
H -3.149 1.961 -8.168 0.000
H -4.131 -0.414 -6.408 0.000
H -1.315 0.269 -7.511 0.000
H -2.084 -1.171 -7.684 0.000
H 0.698 -0.545 -6.212 0.000
H 0.104 -2.099 -6.766 0.000
H 0.243 -1.731 -5.019 0.000
C 0.814 6.738 -2.970 0.000
C -0.560 6.013 -3.109 0.000
C -1.606 6.702 -2.160 0.000
N -3.022 6.404 -2.498 0.000
C -3.268 6.892 -3.940 0.000
C -3.348 4.907 -2.376 0.000
C -4.828 4.782 -2.150 0.000
C -5.352 6.047 -1.506 0.000
C -4.090 6.998 -1.411 0.000
H 1.196 6.906 -1.964 0.000
H 0.802 7.723 -3.439 0.000
H 1.671 6.252 -3.437 0.000
H -0.384 5.047 -2.637 0.000
H -0.875 5.809 -4.132 0.000
H -1.418 7.757 -2.356 0.000
H -1.527 6.437 -1.105 0.000
H -3.051 7.959 -3.895 0.000
H -4.345 6.884 -4.113 0.000
H -2.694 6.304 -4.657 0.000
H -2.871 4.425 -3.230 0.000
H -2.851 4.644 -1.443 0.000
H -5.247 4.332 -3.050 0.000
H -5.094 3.976 -1.467 0.000
H -6.223 6.387 -2.067 0.000
H -5.724 5.744 -0.527 0.000
H -4.132 8.080 -1.531 0.000
H -3.590 6.753 -0.475 0.000
C 1.423 -2.967 1.108 0.000
C 0.531 -1.851 0.707 0.000
C 1.307 -0.947 -0.213 0.000
N 0.442 0.152 -0.904 0.000
C -0.589 -0.452 -1.863 0.000
C 1.368 1.162 -1.750 -0.001
C 0.669 2.438 -1.835 0.000
C -0.063 2.614 -0.543 0.000
C -0.251 1.155 0.049 0.000
H 2.425 -2.637 1.382 0.000
H 1.607 -3.626 0.259 0.000
H 0.984 -3.527 1.934 0.000
H 0.212 -1.272 1.573 0.000
H -0.322 -2.297 0.195 0.000
H 1.865 -1.382 -1.042 0.000
H 2.027 -0.442 0.431 0.000
H -0.325 -1.232 -2.576 0.000
H -1.144 0.322 -2.393 0.000
H -1.365 -0.953 -1.283 0.000
H 1.618 0.755 -2.730 0.000
H 2.267 1.221 -1.136 -0.001
H 0.059 2.304 -2.728 0.000
H 1.244 3.355 -1.960 0.000
H -1.088 2.966 -0.657 0.000
H 0.365 3.262 0.222 0.000
H -1.323 0.966 0.010 0.000
H 0.111 0.973 1.061 0.000
C -1.043 -5.568 6.513 0.000
C -0.666 -6.684 5.506 0.000
C 0.583 -6.371 4.608 0.000
N 0.655 -7.181 3.256 0.000
C 0.546 -8.711 3.519 0.000
C 1.896 -6.855 2.413 0.000
C 1.469 -6.895 0.953 0.000
C -0.075 -6.678 0.848 0.000
C -0.499 -6.810 2.369 0.000
H -1.609 -4.738 6.090 0.000
H -0.219 -5.175 7.109 0.000
H -1.725 -5.882 7.304 0.000
H -1.518 -6.656 4.827 0.000
H -0.451 -7.662 5.935 0.000
H 1.482 -6.490 5.212 0.000
H 0.529 -5.303 4.394 0.000
H -0.300 -8.927 4.171 0.000
H 1.404 -8.895 4.166 0.000
H 0.770 -9.369 2.678 0.000
H 2.760 -7.441 2.726 0.000
H 2.174 -5.819 2.602 0.000
H 1.585 -7.887 0.518 0.000
H 2.003 -6.128 0.391 0.000
H -0.510 -7.349 0.107 0.000
H -0.363 -5.726 0.400 0.000
H -1.413 -7.402 2.416 0.000
H -0.923 -5.916 2.825 0.000
C -7.172 -3.493 2.035 0.000
C -6.419 -4.373 1.059 0.000
C -5.106 -3.654 0.530 0.000
N -4.022 -4.666 -0.043 0.000
C -3.603 -5.634 1.033 0.000
C -4.492 -5.380 -1.336 0.000
C -3.329 -5.418 -2.376 0.000
C -2.711 -4.072 -2.071 0.000
C -2.793 -3.892 -0.516 0.000
H -6.972 -2.429 1.908 0.000
H -6.712 -3.728 2.995 0.000
H -8.231 -3.720 1.919 0.000
H -7.038 -4.569 0.183 0.000
H -6.343 -5.326 1.582 0.000
H -4.715 -3.109 1.390 0.000
H -5.340 -2.918 -0.239 0.000
H -3.198 -5.104 1.895 0.000
H -2.752 -6.217 0.681 0.000
H -4.451 -6.288 1.238 0.000
H -5.046 -6.283 -1.080 0.000
H -5.228 -4.634 -1.637 0.000
H -2.629 -6.239 -2.215 0.000
H -3.569 -5.559 -3.430 0.000
H -1.642 -4.028 -2.279 0.000
H -3.146 -3.219 -2.591 0.000
H -1.887 -4.314 -0.081 0.000
H -2.738 -2.824 -0.304 0.000
N -1.974 5.296 2.091 0.000
O -1.743 5.950 3.086 0.000
O -2.994 5.602 1.497 0.000
O -1.318 4.302 1.842 0.000
N -0.211 3.114 -6.243 0.000
O -0.901 3.252 -7.230 0.000
O -0.484 2.463 -5.317 0.000
O 0.828 3.716 -6.210 0.000
N 3.980 3.850 -0.300 0.000
O 4.139 3.994 -1.558 0.001
O 3.423 4.694 0.432 0.003
O 4.536 2.859 0.211 0.014
N 5.032 -0.503 -2.094 -0.037
O 6.060 -1.095 -2.482 0.428
O 4.104 -0.323 -2.837 0.084
O 5.222 0.107 -0.996 0.514
N -3.876 0.199 -2.189 0.000
O -3.804 -0.479 -1.166 0.000
O -3.425 1.292 -2.291 0.000
O -4.512 -0.311 -3.080 0.000
N 4.163 -0.264 2.564 0.000
O 3.057 -0.107 3.061 0.000
O 4.587 -1.362 2.565 0.000
O 4.870 0.616 2.115 0.000
N 2.011 -3.724 -2.353 0.000
O 1.208 -4.674 -2.115 0.000
O 3.074 -3.742 -1.855 0.000
O 1.616 -2.821 -3.122 0.000
```

- expectation value of S² = 0.76
- HOMO (spin up / spin down) (eV) = -13.52 / -13.45
- HOMO-LUMO gap (spin up / spin down) (eV) = 5.69 / 3.99
- molar mass (g mol⁻¹) = 1543.97
- net charge = +4
- multiplicity = 2

=====

2.
DFT (ωB97M-V/def2-TZVPD) results for a 13-piece molecular cluster, C60H153N7O20 overall in a non-equilibrium geometry.

```
240
Properties=species:S:1:pos:R:3:mulliken_charge:R:1
C -5.237 -0.030 -3.372 -0.624
C -4.708 -1.274 -4.032 0.381
C -3.768 -2.165 -3.165 -0.637
O -5.782 -1.975 -4.474 -0.574
H -5.822 -0.335 -2.505 0.159
H -5.862 0.513 -4.080 0.418
H -4.393 0.507 -2.939 -0.146
H -3.988 -0.943 -4.780 0.159
H -2.966 -1.544 -2.765 -0.149
H -3.311 -2.938 -3.782 0.288
H -4.180 -2.670 -2.291 0.389
H -5.992 -1.699 -5.369 0.377
C 5.300 -5.969 -3.030 -1.352
C 3.863 -5.619 -2.656 0.250
C 3.570 -4.206 -2.251 -0.659
O 3.119 -5.844 -3.843 -0.578
H 5.894 -6.004 -2.116 0.366
H 5.759 -5.236 -3.693 0.337
H 5.386 -6.914 -3.566 0.359
H 3.504 -6.216 -1.817 0.293
H 3.628 -3.516 -3.092 0.170
H 4.291 -3.865 -1.508 0.342
H 2.563 -4.104 -1.847 0.127
H 3.531 -5.394 -4.584 0.342
C -2.687 -1.906 5.430 -0.869
C -2.027 -0.741 6.132 0.698
C -2.369 -0.772 7.583 -1.671
O -0.627 -0.885 6.032 -0.475
H -2.761 -1.643 4.375 -0.067
H -3.675 -2.247 5.740 0.425
H -2.069 -2.802 5.490 0.262
H -2.409 0.195 5.723 0.262
H -3.443 -0.811 7.761 0.421
H -2.076 0.143 8.098 0.355
H -1.818 -1.600 8.029 0.361
H -0.461 -1.818 6.185 0.320
C 0.817 1.231 -4.319 0.092
C 2.160 0.687 -4.839 0.518
C 3.082 1.777 -5.265 -1.349
O 2.764 -0.043 -3.750 -0.534
H 0.951 2.082 -3.651 -0.270
H 0.288 0.437 -3.792 -0.537
H 0.209 1.605 -5.143 0.468
H 1.996 -0.017 -5.655 0.288
H 3.941 1.369 -5.797 0.413
H 3.396 2.460 -4.475 0.057
H 2.596 2.344 -6.059 0.439
H 2.809 0.578 -3.020 0.296
C 2.691 -1.835 3.195 -0.543
C 4.061 -1.346 3.638 0.580
C 4.334 0.177 3.657 -1.156
O 4.238 -1.953 4.890 -0.617
H 1.839 -1.466 3.767 0.118
H 2.456 -2.897 3.121 0.470
H 2.602 -1.550 2.146 -0.230
H 4.794 -1.765 2.948 0.168
H 4.512 0.682 2.707 0.058
H 5.249 0.331 4.229 0.429
H 3.501 0.584 4.229 0.300
H 4.331 -2.896 4.737 0.376
C -0.915 3.848 6.014 -1.077
C -0.485 5.208 5.629 1.453
C -0.908 5.587 4.227 -0.946
O -1.031 6.202 6.520 -0.617
H -1.981 3.740 5.816 0.348
H -0.708 3.636 7.063 0.427
H -0.452 3.110 5.358 -0.074
H 0.600 5.271 5.708 -0.433
H -1.993 5.685 4.207 0.433
H -0.629 4.872 3.453 -0.072
H -0.487 6.459 3.727 0.412
H -0.832 7.049 6.115 0.340
C -10.209 -4.452 5.046 -0.780
O -9.309 -4.224 3.961 -0.318
C -7.989 -4.683 4.252 -0.682
C -6.952 -4.305 3.225 -0.512
N -6.672 -2.868 3.356 -0.271
C -5.761 -2.342 2.274 -0.637
C -5.143 -0.932 2.456 -0.796
O -4.125 -0.703 1.549 0.106
C -4.578 -0.141 0.349 -0.465
H -10.274 -5.480 5.405 0.304
H -11.237 -4.178 4.811 0.276
H -9.995 -3.787 5.882 0.322
H -7.879 -5.761 4.371 0.393
H -7.629 -4.300 5.207 0.356
H -7.225 -4.677 2.237 0.352
H -6.095 -4.892 3.554 0.350
H -7.554 -2.397 3.215 0.255
H -6.299 -2.354 1.326 0.390
H -4.939 -3.045 2.138 0.385
H -4.716 -0.883 3.458 0.210
H -5.893 -0.151 2.582 0.321
H -3.823 0.181 -0.369 -0.116
H -5.082 0.813 0.507 0.353
H -5.286 -0.786 -0.170 0.189
C 3.924 8.672 6.290 -0.773
O 4.268 7.578 5.418 -0.393
C 3.087 6.925 4.917 -0.865
C 3.481 6.154 3.637 0.512
N 3.871 7.164 2.616 -0.458
C 4.404 6.482 1.467 0.375
C 4.729 7.502 0.434 -0.797
O 5.945 8.245 0.655 -0.390
C 6.091 9.164 -0.389 -0.747
H 3.281 8.335 7.103 0.309
H 3.451 9.460 5.704 0.314
H 4.834 9.007 6.787 0.275
H 2.394 7.737 4.697 0.412
H 2.656 6.278 5.681 0.446
H 2.604 5.626 3.262 -0.479
H 4.246 5.392 3.785 0.332
H 4.641 7.721 2.957 0.266
H 3.653 5.814 1.046 -0.292
H 5.272 5.879 1.734 0.392
H 3.833 8.107 0.297 0.322
H 4.740 6.875 -0.458 0.330
H 6.227 8.699 -1.365 0.285
H 7.025 9.699 -0.218 0.317
H 5.297 9.912 -0.376 0.295
C -1.762 -12.633 3.282 -0.736
O -0.683 -11.705 3.474 -0.336
C -1.063 -10.342 3.215 -0.794
C -0.109 -9.328 3.760 -0.224
N 0.120 -9.474 5.221 -0.382
C 1.107 -8.525 5.814 -0.711
C 0.543 -7.095 5.801 -0.578
O 0.856 -6.488 4.509 -0.395
C 0.504 -5.100 4.417 -0.710
H -1.444 -13.614 3.635 0.261
H -2.068 -12.578 2.237 0.284
H -2.562 -12.422 3.992 0.321
H -2.075 -10.181 3.585 0.388
H -1.189 -10.276 2.134 0.406
H -0.636 -8.401 3.535 0.179
H 0.826 -9.360 3.200 0.287
H 0.235 -10.454 5.437 0.253
H 2.083 -8.617 5.337 0.325
H 1.236 -8.819 6.855 0.426
H 1.079 -6.528 6.562 0.462
H -0.529 -7.126 5.997 0.329
H -0.584 -5.041 4.444 0.396
H 0.780 -4.807 3.404 0.140
H 1.053 -4.466 5.114 0.413
C 1.433 3.426 2.466 -1.936
O 0.576 2.392 2.096 1.073
C 0.566 1.323 2.983 0.640
C -0.408 0.235 2.477 -0.793
N 0.183 -0.626 1.437 2.095
C -0.528 -1.840 1.168 -0.428
C -0.069 -2.502 -0.130 -0.965
O -0.325 -1.661 -1.269 0.569
C -0.062 -2.304 -2.539 -0.679
H 1.196 4.305 1.868 0.501
H 2.486 3.142 2.475 0.264
H 1.122 3.762 3.455 0.691
H 0.204 1.664 3.953 -0.674
H 1.517 0.798 3.075 -0.625
H -1.424 0.589 2.299 0.149
H -0.587 -0.407 3.339 0.115
H 0.303 -0.145 0.558 -1.223
H -1.611 -1.722 1.199 -0.211
H -0.244 -2.513 1.977 0.384
H -0.658 -3.419 -0.140 0.429
H 0.988 -2.714 0.031 0.124
H -0.529 -3.285 -2.628 0.446
H 1.025 -2.336 -2.614 0.044
H -0.457 -1.618 -3.289 -0.156
C -0.347 -2.831 -6.080 -0.466
O -1.040 -2.822 -7.328 -0.418
C -0.404 -1.874 -8.211 -0.282
C -1.050 -1.761 -9.597 -0.710
N -2.514 -1.550 -9.622 -0.356
C -3.067 -1.413 -10.979 -0.664
C -2.588 -0.111 -11.641 -0.607
O -1.352 -0.322 -12.299 -0.328
C -0.780 0.894 -12.864 -0.773
H 0.680 -3.193 -6.108 0.405
H -0.904 -3.502 -5.426 0.305
H -0.300 -1.842 -5.623 0.029
H 0.650 -2.100 -8.371 0.338
H -0.612 -0.889 -7.793 0.175
H -0.670 -2.600 -10.179 0.319
H -0.527 -0.941 -10.091 0.330
H -2.904 -2.366 -9.174 0.238
H -4.156 -1.418 -11.041 0.445
H -2.949 -2.295 -11.609 0.366
H -2.523 0.775 -11.010 0.346
H -3.307 0.132 -12.423 0.471
H -1.509 1.499 -13.403 0.324
H -0.064 0.587 -13.626 0.252
H -0.292 1.507 -12.106 0.302
C -0.057 4.911 -5.606 -0.845
O -0.343 4.805 -4.205 -0.016
C -0.733 6.026 -3.624 -1.105
C -0.969 5.869 -2.148 0.050
N -2.228 5.127 -1.807 -0.487
C -2.286 4.674 -0.425 -1.140
C -1.625 3.299 -0.290 1.170
O -1.967 2.465 -1.340 -0.678
C -1.142 1.317 -1.427 1.200
H -0.973 5.207 -6.119 0.341
H 0.374 3.979 -5.974 0.125
H 0.697 5.683 -5.758 0.353
H -1.601 6.437 -4.139 0.435
H 0.053 6.776 -3.712 0.459
H -1.033 6.863 -1.705 0.478
H -0.086 5.471 -1.648 -0.065
H -2.118 4.204 -2.203 0.388
H -3.295 4.518 -0.042 0.380
H -1.765 5.427 0.166 0.415
H -1.923 2.878 0.671 0.316
H -0.547 3.446 -0.222 -0.870
H -1.520 0.687 -2.231 0.141
H -1.088 0.665 -0.555 -0.046
H -0.117 1.558 -1.710 -0.851
C 6.138 0.480 0.280 -0.239
O 5.456 -0.048 -0.796 -0.475
C 4.100 -0.416 -0.657 0.185
C 3.197 0.822 -0.262 -0.295
N 3.300 1.789 -1.354 0.722
C 2.968 3.103 -0.823 -0.161
C 3.182 4.230 -1.837 -0.813
O 2.912 5.492 -1.331 -0.145
C 2.828 6.471 -2.348 -0.636
H 7.171 0.504 -0.067 0.245
H 6.058 -0.201 1.127 0.119
H 5.705 1.471 0.417 0.085
H 3.936 -1.213 0.069 0.240
H 3.811 -0.834 -1.621 -0.099
H 3.344 1.156 0.765 -0.074
H 2.151 0.520 -0.207 -0.257
H 4.299 1.810 -1.502 0.533
H 3.647 3.408 -0.028 0.237
H 1.932 3.141 -0.485 -0.430
H 2.480 3.995 -2.637 0.117
H 4.219 4.125 -2.155 0.361
H 2.156 6.134 -3.137 -0.017
H 3.828 6.641 -2.748 0.428
H 2.518 7.404 -1.878 0.279
```

- HOMO (eV) = -8.65
- HOMO-LUMO gap (eV) = 9.04
- molar mass (g mol⁻¹) = 1292.91
- energy above the lowest of the compared OMol25 structures with the same formula, charge and spin (kcal per mole) = 55.1
- multiplicity = 1

=====

- What is the molar mass in the first record?
  1543.97 g mol⁻¹